P:
Formula: H34O17
Source: the Open Molecules 2025 dataset
Level of theory: ωB97M-V with the def2-TZVPD basis set

```
! RIJCOSX wB97M-V def2-TZVPD def2/J DEFGRID3
* xyz 0 1
O -1.233 1.380 1.776
H -1.847 2.011 2.157
H -1.378 1.641 0.846
O -0.977 -1.900 4.991
H -1.832 -2.373 4.947
H -0.642 -1.440 4.203
O -1.539 4.091 -3.157
H -1.806 3.252 -2.739
H -0.710 3.900 -3.594
O 2.433 -0.889 4.686
H 3.394 -0.855 4.633
H 2.104 -1.115 5.525
O 0.159 -2.288 1.485
H 0.914 -2.520 0.972
H 0.034 -1.343 1.582
O 1.023 3.668 3.569
H 0.350 3.239 3.029
H 0.719 4.517 3.876
O 4.135 2.451 -0.569
H 4.717 2.848 0.084
H 3.385 2.196 -0.054
O -3.429 0.542 0.710
H -3.834 0.706 -0.136
H -3.043 -0.315 0.865
O 3.310 -1.532 1.927
H 3.154 -0.933 2.735
H 4.091 -2.060 2.206
O -3.139 -3.505 -2.473
H -2.805 -3.655 -3.353
H -3.396 -4.351 -2.107
O -2.275 -1.766 0.160
H -1.624 -1.907 -0.542
H -2.506 -2.634 0.445
O -2.996 0.219 -2.203
H -2.372 -0.376 -1.633
H -2.441 0.986 -2.409
O 2.030 0.632 0.949
H 2.393 -0.164 1.372
H 1.813 1.292 1.589
O 2.271 2.005 -3.268
H 2.512 2.169 -2.395
H 2.878 1.503 -3.777
O 1.315 -2.731 -3.712
H 1.495 -1.849 -4.193
H 0.668 -3.241 -4.131
O -0.239 1.897 -1.164
H 0.424 1.922 -0.462
H 0.256 1.682 -1.969
O -1.638 -1.522 -3.907
H -1.719 -1.955 -3.088
H -2.559 -1.528 -4.281
*
```

**Gap between HOMO and LUMO**: 10.01 eV
**HOMO level**: -10.03 eV

***

Q:
Formula: H34O17
Source: the Open Molecules 2025 dataset
Level of theory: ωB97M-V with the def2-TZVPD basis set

```
! RIJCOSX wB97M-V def2-TZVPD def2/J DEFGRID3
* xyz 0 1
O 2.324 0.919 -0.261
H 2.699 0.685 0.611
H 2.566 0.134 -0.794
O 0.542 0.490 -2.993
H -0.029 0.037 -3.616
H 1.353 0.819 -3.496
O -0.168 0.042 0.128
H 0.683 0.461 0.001
H 0.068 -0.814 0.285
O -3.038 0.506 1.411
H -2.543 1.208 0.977
H -3.009 0.730 2.358
O -2.355 0.058 -1.630
H -2.219 0.071 -2.597
H -1.504 0.007 -1.192
O 1.126 -0.518 2.608
H 1.741 -0.935 3.188
H 1.045 -1.267 1.946
O 0.923 3.574 0.432
H 0.788 3.305 -0.463
H 0.977 4.514 0.483
O -2.352 -1.970 0.477
H -2.528 -1.022 0.388
H -3.195 -2.148 0.837
O 0.313 3.126 -2.139
H 0.802 3.450 -2.853
H 0.375 2.169 -2.215
O -0.535 1.894 2.172
H -0.134 2.598 1.643
H -0.365 1.105 1.658
O 1.657 -4.225 -0.662
H 1.249 -4.974 -0.300
H 1.010 -3.547 -0.427
O -0.335 -2.465 -1.992
H -0.663 -3.347 -1.972
H 0.031 -2.391 -2.881
O 2.349 -1.463 -2.024
H 1.682 -1.917 -1.507
H 1.895 -0.744 -2.495
O -1.392 -0.835 3.546
H -1.761 -1.566 3.047
H -0.538 -0.646 3.064
O 0.270 -2.410 0.994
H 0.417 -3.312 1.341
H -0.691 -2.334 1.038
O -1.901 2.346 -0.500
H -1.060 2.600 -0.831
H -2.126 1.548 -1.000
O 2.146 2.193 2.332
H 1.599 1.421 2.148
H 1.811 2.841 1.729
*
```

**Gap between HOMO and LUMO**: 8.31 eV
**HOMO level**: -9.14 eV

***

R:
Formula: H34O17
Source: the Open Molecules 2025 dataset
Level of theory: ωB97M-V with the def2-TZVPD basis set

```
! RIJCOSX wB97M-V def2-TZVPD def2/J DEFGRID3
* xyz 0 1
O 2.939 0.987 -1.869
H 1.974 1.073 -1.980
H 3.113 0.952 -0.911
O -2.646 -0.938 1.445
H -3.604 -0.873 1.393
H -2.331 -0.259 0.811
O 1.690 -0.829 2.452
H 1.792 0.014 2.875
H 0.976 -0.747 1.793
O 3.170 -2.164 0.166
H 2.487 -2.184 -0.437
H 3.614 -3.014 0.013
O -2.866 0.445 -1.071
H -2.535 1.277 -1.351
H -3.811 0.371 -1.334
O -1.236 0.268 3.760
H -1.532 0.083 2.873
H -0.657 -0.481 3.897
O -1.256 -2.934 -0.107
H -1.713 -2.229 0.271
H -0.701 -3.307 0.620
O -1.747 -1.716 -2.556
H -2.039 -0.981 -2.058
H -2.175 -1.523 -3.379
O 0.871 -2.204 -1.620
H 0.041 -2.405 -1.232
H 0.726 -1.857 -2.504
O 1.046 -3.525 1.218
H 1.697 -2.947 0.889
H 1.435 -4.338 1.035
O 0.001 -0.148 0.398
H 0.422 -0.683 -0.302
H -0.631 0.337 -0.134
O 0.374 0.602 -2.794
H 0.023 0.104 -3.514
H 0.462 1.440 -3.251
O 0.884 2.880 -0.806
H 0.612 3.496 -0.163
H 1.465 2.247 -0.390
O 2.720 1.218 0.720
H 3.317 1.823 1.154
H 2.688 0.448 1.311
O 0.641 2.483 2.112
H -0.222 2.125 2.018
H 1.198 1.753 1.989
O -1.523 2.804 -2.020
H -0.607 2.717 -1.722
H -1.762 3.648 -1.626
O -2.017 1.925 1.444
H -2.950 1.942 1.397
H -1.833 2.799 1.083
*
```

**Gap between HOMO and LUMO**: 9.71 eV
**HOMO level**: -10.11 eV

***

Tell me which of them is the least stable. Sure, it is P.

***

P:
Formula: C4H9NOS2
Source: the Open Molecules 2025 dataset
Level of theory: ωB97M-V with the def2-TZVPD basis set

```
! RIJCOSX wB97M-V def2-TZVPD def2/J DEFGRID3
* xyz 0 1
C -2.640 -0.090 0.145
N -1.596 -0.849 0.872
C -0.257 -0.625 0.624
O 0.541 -1.535 0.722
C 0.155 0.806 0.341
C 1.637 0.932 0.067
S 2.069 0.574 -1.694
S 2.849 -1.316 -1.651
H -3.499 -0.753 0.042
H -2.304 0.193 -0.848
H -2.969 0.780 0.703
H -1.747 -1.846 0.788
H -0.378 1.109 -0.540
H -0.233 1.409 1.166
H 1.986 1.961 0.172
H 2.232 0.259 0.648
H 4.153 -1.009 -1.557
*
```

**Gap between HOMO and LUMO**: 9.69 eV
**HOMO level**: -9.02 eV
**Structure (SMILES)**: CNC(=O)CCSS

***

Q:
Formula: C4H9NOS2
Source: the Open Molecules 2025 dataset
Level of theory: ωB97M-V with the def2-TZVPD basis set

```
! RIJCOSX wB97M-V def2-TZVPD def2/J DEFGRID3
* xyz 0 1
C 1.504 -1.494 -0.963
C 1.830 -0.262 -1.693
C -0.584 -0.385 -0.514
C -2.907 0.823 0.284
N 0.273 -1.453 -0.411
O 0.841 2.043 -0.691
S -2.314 -0.675 -0.602
S 0.334 0.973 -1.546
H 2.150 -2.061 -0.385
H -0.379 -0.058 3.417
H 2.712 0.224 -1.323
H 1.819 -0.399 -2.711
H -0.594 -0.092 2.605
H -2.782 0.743 1.302
H -3.945 0.874 0.045
H -2.334 1.722 -0.160
H -0.117 -2.218 -0.016
*
```

**Gap between HOMO and LUMO (alpha / beta)**: 7.30 / 7.41 eV
**HOMO level (alpha / beta)**: -7.20 / -7.16 eV

***

Tell me which of them is the least stable. Sure, it is Q.

***

P:
Formula: C4H9NOS2
Source: the Open Molecules 2025 dataset
Level of theory: ωB97M-V with the def2-TZVPD basis set

```
! RIJCOSX wB97M-V def2-TZVPD def2/J DEFGRID3
* xyz 0 1
C 0.144 -0.761 -1.874
C -0.177 0.813 -2.010
C -0.302 -0.319 0.328
C -0.261 0.305 2.820
N -0.617 -1.126 -0.704
O 1.732 1.402 -0.179
S -1.363 -0.560 1.731
S 0.291 1.401 -0.284
H -0.060 -1.286 -2.850
H 1.203 -0.797 -1.599
H 0.249 1.233 -2.937
H -1.313 0.830 -2.064
H 1.757 -0.774 0.936
H -0.081 -0.327 3.688
H -0.707 1.310 3.033
H 0.755 0.487 2.357
H -1.251 -1.831 -0.393
*
```

**Gap between HOMO and LUMO (alpha / beta)**: 8.34 / 7.50 eV
**HOMO level (alpha / beta)**: -8.27 / -7.36 eV

***

Q:
Formula: C4H9NOS2
Source: the Open Molecules 2025 dataset
Level of theory: ωB97M-V with the def2-TZVPD basis set

```
! RIJCOSX wB97M-V def2-TZVPD def2/J DEFGRID3
* xyz 0 1
C -2.077 -1.471 -0.212
C -1.257 0.927 0.081
C 0.597 -0.538 0.409
C 2.802 1.100 0.098
H -0.880 -2.143 -0.400
H -3.053 -2.226 -0.892
H -2.460 -1.228 1.070
H -2.613 0.336 -1.086
H -0.066 -1.268 -0.017
H 1.232 -0.681 1.254
H 3.755 0.774 0.719
H 2.289 1.982 0.620
H 3.494 1.377 -0.821
N -1.959 -0.065 -0.549
O -0.232 0.644 0.916
S -1.358 2.469 -0.358
S 1.784 0.009 -0.832
*
```

**Gap between HOMO and LUMO**: 8.60 eV
**HOMO level**: -8.30 eV

***

Tell me which of them is the least stable. Sure, it is Q.